[1]
{
  "formula": "C4H13NOS",
  "method": "wB97M-V/def2-TZVPD",
  "elements": ["C", "N", "C", "C", "C", "S", "H", "H", "H", "H", "H", "H", "H", "H", "H", "H", "H", "O", "H", "H"],
  "positions_angstrom": [[-0.734, 1.126, 2.172], [-0.455, 0.388, 0.958], [0.867, 0.460, 0.390], [1.086, -0.624, -0.653], [0.327, -0.420, -1.952], [0.746, 1.135, -2.815], [-0.364, 0.555, 3.023], [-0.283, 2.121, 2.162], [-1.817, 1.193, 2.253], [-1.154, 0.667, 0.274], [1.091, 1.462, 0.002], [1.553, 0.278, 1.219], [2.155, -0.594, -0.900], [0.895, -1.588, -0.187], [0.457, -1.205, -2.684], [-0.752, -0.405, -1.812], [2.074, 0.995, -2.696], [-1.758, -2.173, 0.235], [-2.670, -1.995, 0.495], [-1.263, -1.373, 0.516]],
  "atomic_forces_ev_per_a": [[0.27, -0.29, -0.07], [-1.36, -0.40, -0.74], [0.29, 0.11, 0.51], [0.75, 0.54, -0.17], [-0.43, 0.09, -0.31], [-0.08, 0.03, 0.18], [0.07, 0.17, 0.17], [-0.08, 0.17, 0.16], [0.01, 0.21, 0.23], [0.33, 0.05, -0.09], [0.07, -0.07, -0.11], [0.18, 0.00, -0.02], [-0.04, -0.17, 0.03], [-0.22, -0.18, -0.19], [0.37, -0.41, 0.14], [-0.13, 0.20, 0.20], [0.01, 0.02, -0.07], [-0.04, 0.33, 0.02], [0.18, -0.10, -0.04], [-0.16, -0.28, 0.18]],
  "mulliken_charge": [-1.0434, -0.3013, -0.5931, -0.8380, -0.5913, -0.2315, 0.2997, 0.3137, 0.3327, 0.3004, 0.3921, 0.4202, 0.3285, 0.3791, 0.4226, 0.2593, 0.1055, -0.7006, 0.2924, 0.4531]
}

[2]
{
  "formula": "C4H10NO",
  "method": "wB97M-V/def2-TZVPD",
  "total_charge": 1,
  "elements": ["C", "C", "C", "N", "C", "O", "H", "H", "H", "H", "H", "H", "H", "H", "H", "H"],
  "positions_angstrom": [[-1.543, -0.099, 1.201], [-0.356, 0.721, 0.650], [0.570, -0.152, -0.034], [1.605, 0.581, -0.957], [-0.176, -1.216, -1.030], [-0.284, -2.332, -0.623], [-2.215, -0.424, 0.368], [-1.134, -0.972, 1.793], [-2.037, 0.504, 1.987], [-0.946, 1.533, -0.004], [0.190, 1.349, 1.378], [1.091, -0.836, 0.733], [1.342, 1.392, -1.465], [1.943, -0.206, -1.548], [2.376, 0.953, -0.468], [-0.424, -0.796, -1.980]],
  "atomic_forces_ev_per_a": [[0.86, -0.54, 1.51], [-2.88, 3.45, -0.33], [0.42, -2.45, -1.48], [-0.13, -2.70, 0.64], [1.87, 0.39, 3.02], [-0.39, 0.41, -0.90], [0.43, 0.24, 1.02], [-0.65, 0.54, -0.91], [-0.21, -0.24, -0.82], [1.78, -1.62, 0.69], [-0.45, -0.48, 0.12], [-0.18, 1.24, -1.40], [-1.38, 0.58, -1.11], [0.16, 1.17, -0.10], [1.48, 0.03, 1.32], [-0.73, -0.02, -1.25]],
  "mulliken_charge": [-1.1784, -0.5790, 0.1578, -0.2778, -0.2261, -0.3637, 0.3614, 0.3353, 0.3694, 0.2895, 0.3945, 0.2263, 0.3122, 0.3929, 0.3483, 0.4374]
}

In order of appearance, relative energy (zero: lowest compared OMol25 entry of this formula, charge and spin) = 12.04 45.67 kcal/mol.